Computed, not measured: a 12-piece molecular cluster, C43H64BBr6O29S5 overall, with wB97M-V/def2-TZVPD.

Properties
**Energy**: -21318.73806 Eh
**LUMO level**: -0.72 eV
**Charge**: -1
**E_HOMO**: -8.415 eV
**Strongest force on any atom**: 0.11438 Eh/bohr
**Frontier orbital gap**: 7.69 eV

Last column: Mulliken charge in e.
CARTESIAN COORDINATES (ANGSTROEM)
O: 2.900 0.600 -2.313  -0.463
C: 1.913 0.403 -1.555  0.162
O: 1.867 0.625 -0.247  -0.846
B: 0.584 0.058 0.226  0.363
O: -0.138 -0.172 -1.037  0.633
C: 0.620 -0.085 -2.079  0.759
O: 0.309 -0.230 -3.282  -0.757
O: -0.090 0.957 1.129  0.419
C: -0.188 0.345 2.284  0.299
O: -0.697 0.812 3.342  -0.688
C: 0.460 -1.071 2.204  0.448
O: 0.890 -1.174 0.970  -0.571
O: 0.621 -1.894 3.112  -0.440
Br: 5.611 -3.557 3.321  -0.159
C: 4.136 -4.386 4.351  -0.348
C: 3.003 -4.740 3.430  -0.282
Br: 3.362 -6.362 2.402  -0.153
H: 3.750 -3.721 5.122  0.048
H: 4.531 -5.242 4.898  0.478
H: 2.738 -3.887 2.806  0.015
H: 2.106 -4.939 4.016  0.396
Br: -3.817 -2.158 1.487  -0.119
C: -2.239 -3.401 1.192  0.291
C: -2.820 -4.695 0.776  -0.787
Br: -1.369 -5.787 -0.222  -0.241
H: -1.606 -3.498 2.074  0.154
H: -1.755 -2.997 0.304  -0.252
H: -3.645 -4.577 0.074  0.477
H: -3.197 -5.299 1.601  0.438
Br: 6.133 -0.938 -5.530  -0.179
C: 5.544 0.400 -4.193  -0.157
C: 6.477 0.337 -2.950  -0.553
Br: 5.707 1.507 -1.525  -0.174
H: 4.491 0.322 -3.922  -0.125
H: 5.642 1.386 -4.647  0.547
H: 7.516 0.621 -3.119  0.432
H: 6.535 -0.625 -2.441  0.274
O: -1.219 3.505 -7.233  -0.604
S: -1.282 2.047 -7.083  1.255
O: -2.258 1.230 -7.800  -0.649
O: 0.182 1.275 -7.366  -0.444
C: 1.374 1.866 -6.858  0.522
C: 2.410 0.689 -6.700  -1.185
C: -1.495 1.784 -5.267  -0.453
H: 1.218 2.406 -5.924  -0.265
H: 1.830 2.449 -7.658  0.412
H: 1.976 -0.028 -6.004  0.177
H: 3.436 0.916 -6.411  0.283
H: 2.362 0.165 -7.655  0.396
H: -0.508 1.545 -4.872  -0.168
H: -2.230 1.000 -5.083  0.429
H: -1.868 2.704 -4.815  0.309
O: -2.888 7.704 0.715  -0.603
S: -2.360 7.081 1.967  1.041
O: -3.100 7.111 3.268  -0.605
O: -1.907 5.538 1.507  -0.200
C: -1.959 4.526 2.531  -0.072
C: -0.672 3.855 2.622  -0.287
C: -0.697 7.750 2.341  -0.798
H: -2.831 3.880 2.430  -0.102
H: -2.046 4.992 3.512  0.521
H: -0.565 3.218 1.744  -0.314
H: -0.588 3.122 3.424  0.171
H: 0.149 4.565 2.717  0.315
H: -0.253 7.769 1.346  0.298
H: -0.286 6.993 3.008  0.224
H: -0.741 8.703 2.868  0.386
O: 3.739 -1.665 7.168  -0.647
S: 2.522 -1.171 6.410  1.044
O: 1.258 -1.920 6.367  -0.515
O: 2.250 0.372 7.047  -0.363
C: 0.955 0.878 6.758  0.725
C: 0.737 2.273 7.386  -1.517
C: 3.116 -0.605 4.761  0.031
H: 0.160 0.253 7.163  0.209
H: 0.851 0.826 5.674  -0.202
H: 1.550 2.912 7.042  0.393
H: 0.885 2.189 8.462  0.361
H: -0.166 2.801 7.079  0.360
H: 2.302 -0.187 4.170  -0.387
H: 3.583 -1.394 4.171  -0.024
H: 3.952 0.084 4.883  0.449
O: 0.765 4.718 -4.966  -0.528
S: 1.650 5.028 -3.848  1.050
O: 2.408 6.260 -3.764  -0.673
O: 0.925 4.783 -2.415  -0.368
C: -0.087 3.757 -2.411  0.108
C: -0.698 3.671 -0.974  -0.333
C: 2.941 3.629 -3.900  -0.566
H: 0.231 2.746 -2.668  -0.002
H: -0.896 3.980 -3.107  0.348
H: -0.045 3.222 -0.225  -0.054
H: -1.508 2.967 -1.168  -0.197
H: -0.981 4.675 -0.659  0.442
H: 2.393 2.714 -3.674  -0.204
H: 3.718 3.641 -3.135  0.397
H: 3.432 3.632 -4.873  0.462
O: -4.486 -2.025 -4.354  -0.679
S: -3.967 -2.501 -3.099  1.218
O: -4.765 -2.468 -1.859  -0.568
O: -3.531 -4.047 -3.472  -0.379
C: -2.619 -4.176 -4.570  -0.539
C: -1.290 -4.739 -4.097  -0.610
C: -2.288 -1.787 -2.681  -0.276
H: -2.494 -3.332 -5.248  0.316
H: -3.147 -4.887 -5.206  0.480
H: -0.498 -4.818 -4.842  0.308
H: -1.466 -5.776 -3.810  0.337
H: -0.897 -4.349 -3.158  -0.069
H: -1.785 -1.538 -3.615  0.370
H: -1.826 -2.611 -2.136  -0.290
H: -2.351 -1.006 -1.923  0.200
C: -6.163 1.925 0.556  -0.290
C: -5.538 1.968 -0.661  -0.619
C: -4.083 1.718 -0.813  0.417
O: -3.386 1.791 -1.831  -0.532
C: -3.434 1.518 0.521  0.900
C: -4.113 1.456 1.759  -0.958
C: -5.625 1.605 1.858  0.111
O: -6.446 1.474 2.777  -0.610
H: -7.174 2.303 0.567  0.383
H: -6.026 2.315 -1.559  0.469
H: -2.355 1.472 0.525  0.169
H: -3.569 1.288 2.676  0.607
C: -2.020 -2.171 5.758  0.306
C: -2.215 -3.190 4.908  -0.198
C: -3.391 -4.141 4.916  0.310
O: -3.448 -5.192 4.283  -0.582
C: -4.405 -3.657 5.924  -0.467
C: -4.149 -2.667 6.845  -0.646
C: -2.926 -1.861 6.802  0.434
O: -2.672 -0.950 7.597  -0.586
H: -1.133 -1.575 5.603  0.347
H: -1.383 -3.259 4.222  0.253
H: -5.235 -4.344 5.985  0.426
H: -4.787 -2.584 7.713  0.387
C: 3.118 -3.901 -0.893  -0.338
C: 4.340 -4.309 -1.397  -0.611
C: 4.894 -3.933 -2.730  0.057
O: 6.141 -4.092 -3.072  -0.622
C: 3.895 -3.229 -3.432  -0.325
C: 2.563 -3.071 -3.179  -0.207
C: 2.073 -3.415 -1.815  0.715
O: 0.924 -3.212 -1.464  -0.218
H: 2.760 -4.101 0.106  0.264
H: 5.144 -4.773 -0.845  0.420
H: 4.301 -3.027 -4.412  0.430
H: 1.918 -2.482 -3.814  0.460